(1)
Formula: C2N5O3
Source: the Open Molecules 2025 dataset
Level of theory: ωB97M-V/def2-TZVPD

Each line ends with the Löwdin charge.
Element x y z (Å)
C 1.07641 0.03394 -0.14092  -0.516
C -2.28016 0.69444 0.06940  -0.518
N 0.58519 -1.99564 0.15125  -0.127
N 0.11249 -0.92264 -0.38905  0.019
N 2.08344 -0.49784 0.58494  0.012
N 1.68495 -1.72775 0.78131  -0.147
N 1.10716 1.31173 -0.58153  0.010
O -2.07262 0.51772 1.18158  0.185
O -2.58203 0.94402 -1.00787  0.175
O -0.01510 1.88735 -0.70799  -0.091

Output
LUMO energy (alpha / beta) in eV: 3.21 / 3.21
Orbital gap (alpha / beta) in eV: 8.543 / 8.539
Total charge: -1
Energy above the lowest of the compared OMol25 structures with the same formula, charge and spin in kcal/mol: 0.0

=====

(2)
Formula: C13H18Cl3N3O4PbS4
Source: the Open Molecules 2025 dataset
Level of theory: ωB97M-V/def2-TZVPD

Each line ends with the Löwdin charge.
Element x y z (Å)
Pb -0.85475 1.48807 1.87561  1.172
Cl -2.46361 2.49098 4.82891  0.507
C -1.76515 4.11346 4.66311  -0.993
Cl -0.03533 4.04578 4.30303  0.514
H -1.90562 4.63842 5.59975  0.027
H -2.26793 4.61354 3.84386  0.027
S -3.62333 0.84811 -0.76953  0.097
S -3.43521 1.64598 -2.48247  -0.002
S -2.97214 3.71309 -2.13823  -0.017
S -2.99641 3.95219 -0.24709  0.030
O -1.86990 -0.49292 2.73209  -0.280
N -2.07870 -1.45556 1.93168  -0.010
N -1.45823 -1.37996 0.82504  -0.225
O -0.65514 -0.38602 0.50473  -0.291
C -1.66548 -2.40350 -0.15758  -0.177
C -2.01413 -3.68537 0.23748  -0.015
C -2.21375 -4.64971 -0.73819  -0.077
C -2.05692 -4.33368 -2.08053  -0.086
C -1.70229 -3.04493 -2.45347  -0.066
C -1.50269 -2.06552 -1.49253  -0.033
H -2.12627 -3.91307 1.28727  0.111
H -2.48533 -5.65481 -0.44432  0.105
H -2.21069 -5.09307 -2.83573  0.103
H -1.58670 -2.79340 -3.49961  0.108
H -1.24413 -1.05071 -1.76212  0.086
O -0.23132 1.37338 -2.15204  0.065
C 0.64433 1.13443 -1.36483  -0.515
O 0.85176 1.87346 -0.26462  -0.036
C 1.65588 0.00159 -1.53017  -0.232
N 2.47860 -0.09818 -0.31885  -0.025
C 3.90071 -0.05229 -0.67860  -0.188
C 3.89087 0.80200 -1.93902  -0.162
C 2.64956 0.28808 -2.67132  -0.111
H 1.06975 -0.89724 -1.72080  0.140
H 2.21570 -0.87652 0.26838  0.123
H 1.63476 1.43210 0.17220  0.046
H 4.30261 -1.04860 -0.89728  0.117
H 4.48000 0.38428 0.13478  0.111
H 4.80288 0.70159 -2.52466  0.111
H 3.76989 1.85406 -1.67103  0.118
H 2.88285 -0.64273 -3.19012  0.117
H 2.24095 0.98585 -3.40003  0.120
Cl 2.43390 2.04231 2.62510  0.407
C 1.10390 0.85986 2.95013  -0.778
H 0.96120 0.84929 4.02874  -0.021
H 1.45105 -0.11410 2.61286  -0.022

Output
LUMO energy (alpha / beta) in eV: -1.64 / -1.69
Orbital gap (alpha / beta) in eV: 6.154 / 6.130
Energy above the lowest of the compared OMol25 structures with the same formula, charge and spin in kcal/mol: 8.3

=====

(3)
Formula: C8H7Cl2N2O
Source: the Open Molecules 2025 dataset
Level of theory: ωB97M-V/def2-TZVPD

Each line ends with the Löwdin charge.
Element x y z (Å)
C 0.75677 -2.02192 0.50567  -0.127
C 2.10553 -1.96209 0.49685  -0.119
C 0.04030 -0.84067 0.41435  -0.054
C 2.72619 -0.70651 0.27686  -0.129
C 0.53116 0.49137 0.28192  -0.210
C 1.94323 0.47019 0.33635  -0.580
C -1.96750 0.55432 -3.29957  -0.120
C -0.21939 1.69843 0.25940  -0.084
N -2.50690 0.14725 -2.34593  0.011
N -1.49731 1.74409 0.51469  -0.162
O -2.19007 2.78266 0.27518  -0.138
Cl 2.91036 1.91006 0.06038  0.637
Cl -3.32889 -0.62484 0.77345  -0.270
H 0.12663 -2.93532 0.68251  0.125
H 2.79144 -2.88736 0.51857  0.121
H -1.02948 -1.11310 0.59466  0.004
H 3.74038 -0.56702 0.42038  0.055
H 0.25893 2.56624 -0.14266  0.099
H -3.07689 0.35582 -1.50933  -0.020
H -2.11452 0.93840 0.88627  -0.038

Output
LUMO energy (alpha / beta) in eV: 2.95 / 2.95
Orbital gap (alpha / beta) in eV: 7.877 / 7.875
Total charge: -1
Energy above the lowest of the compared OMol25 structures with the same formula, charge and spin in kcal/mol: 0.0

=====

(4)
Formula: C3HO3S
Source: the Open Molecules 2025 dataset
Level of theory: ωB97M-V/def2-TZVPD

Each line ends with the Löwdin charge.
Element x y z (Å)
C -0.01375 0.30122 1.09539  -0.573
C -0.12716 -1.00418 1.00492  -0.199
C 0.15975 0.25370 -1.54061  -0.908
O -0.05965 -2.19626 1.05381  0.045
O 1.18702 -0.19918 -1.96738  -0.020
O -0.89605 1.14462 1.27645  -0.213
S -1.23672 0.88660 -1.73117  0.737
H 0.98657 0.81348 0.80861  0.131

Output
LUMO energy in eV: 3.40
Orbital gap in eV: 5.590
Total charge: -1
Energy above the lowest of the compared OMol25 structures with the same formula, charge and spin in kcal/mol: 61.7

=====

(5)
Formula: C15H14INS
Source: the Open Molecules 2025 dataset
Level of theory: ωB97M-V/def2-TZVPD

Each line ends with the Löwdin charge.
Element x y z (Å)
I -3.97414 -3.79907 -3.01604  0.707
C -3.85559 -4.11034 -0.86485  -0.628
C -2.78284 -3.20516 -0.15397  -0.333
C -2.91452 -1.66324 -0.43797  -0.197
C -1.69760 -0.91581 0.22406  -0.192
C -0.69539 -1.53302 1.08148  -0.043
C 0.45866 -0.80313 1.65897  -0.004
C 0.60644 0.61956 1.33279  -0.236
C -0.43240 1.24568 0.47588  -0.416
C -1.56678 0.52881 -0.07984  -0.038
S -0.14479 3.02508 0.13163  0.926
C 1.66848 3.00097 -0.14850  -0.426
C 2.29394 3.77521 -1.21056  -0.089
C 3.74842 3.65550 -1.37468  -0.088
C 4.52298 2.76756 -0.49248  -0.079
C 3.86813 2.01318 0.59607  -0.023
C 2.41235 2.11370 0.77648  -0.230
N 1.72611 1.38339 1.82788  0.046
H -3.53458 -5.17584 -0.72084  0.046
H -4.85389 -3.89191 -0.40579  0.054
H -2.92326 -3.36239 0.95996  0.119
H -1.72166 -3.53087 -0.36181  0.111
H -2.78538 -1.50856 -1.55186  0.071
H -3.90994 -1.22729 -0.16735  0.125
H -0.75794 -2.61501 1.35327  0.093
H 1.21609 -1.32045 2.29246  0.102
H -2.28250 1.10235 -0.71232  0.112
H 1.63582 4.40979 -1.84930  0.102
H 4.23214 4.22853 -2.20166  0.094
H 5.62835 2.63269 -0.60880  0.095
H 4.42059 1.35437 1.30702  0.100
H 2.39469 0.80573 2.34068  0.120

Output
LUMO energy in eV: 0.45
Orbital gap in eV: 8.272
Structure (SMILES): ICCCc1ccc2c(c1)Sc1ccccc1N2

=====

(6)
Formula: C17H22FIN4O3
Source: the Open Molecules 2025 dataset
Level of theory: ωB97M-V/def2-TZVPD

Each line ends with the Löwdin charge.
Element x y z (Å)
C -2.52090 -4.11085 -0.89525  -0.031
N -1.80161 -3.12642 -0.06768  -0.046
C -1.93416 -3.15191 1.33580  -0.418
O -2.84080 -3.73193 1.90554  0.054
C -1.07334 -2.21864 2.19064  -0.019
C -1.17533 -0.84570 1.50439  -0.310
N -0.08834 0.09102 1.71123  -0.148
C -0.52445 1.34746 2.38071  -0.119
C 0.60568 2.36912 2.10706  -0.172
O 1.87806 1.92664 2.61660  -0.125
C 2.28015 0.76592 1.87907  -0.178
C 1.28469 -0.38175 1.99238  -0.134
N -1.06827 -0.93344 0.04520  0.041
C -0.73333 -2.23333 -0.57856  -0.279
C -0.76026 -1.97923 -2.09045  -0.049
C 0.23002 -0.83087 -2.39268  -0.446
O 1.38070 -1.09702 -2.60868  0.092
N -0.24722 0.47753 -2.26624  0.110
C 0.47927 1.67138 -2.15463  -0.226
C -0.28189 2.81024 -1.89722  -0.028
C 0.36293 4.02624 -1.70438  -0.006
C 1.76614 4.12413 -1.80084  -0.340
F 2.39020 5.30553 -1.64399  0.029
C 2.52409 3.01565 -2.12506  -0.526
I 4.75043 3.09729 -2.25946  0.776
C 1.86964 1.80858 -2.30643  -0.080
H -3.46792 -4.45300 -0.41971  0.098
H -2.76895 -3.68116 -1.87912  0.076
H -1.85541 -4.97998 -1.09197  0.096
H 0.00199 -2.51413 2.26259  0.120
H -1.46901 -2.18538 3.20671  0.127
H -2.11492 -0.40010 1.79007  0.141
H -1.49062 1.67660 2.00089  0.121
H -0.60847 1.15950 3.44522  0.116
H 0.33419 3.30903 2.63796  0.129
H 0.70175 2.59620 1.03291  0.109
H 2.42695 1.03295 0.85433  0.104
H 3.24573 0.45858 2.27271  0.127
H 1.57934 -1.20219 1.32837  0.123
H 1.30087 -0.75976 3.02220  0.122
H -0.34419 -0.24462 -0.17563  0.096
H 0.28447 -2.61544 -0.24702  0.166
H -1.75536 -1.69427 -2.45187  0.120
H -0.47769 -2.87580 -2.63643  0.123
H -1.23716 0.48454 -2.00754  0.139
H -1.36535 2.77341 -1.75918  0.122
H -0.19861 4.92644 -1.48697  0.119
H 2.52623 0.99297 -2.57556  0.086

Output
LUMO energy in eV: -0.01
Orbital gap in eV: 8.372
Structure (SMILES): CN1C(=O)C[C@@H](N2CCOCC2)N[C@@H]1CC(=O)Nc1ccc(F)c(I)c1

=====

(7)
Formula: C37H62BeF3KLiN2O11S
Source: the Open Molecules 2025 dataset
Level of theory: ωB97M-V/def2-TZVPD

Each line ends with the Löwdin charge.
Element x y z (Å)
C 0.64932 5.86621 1.11236  -0.210
C 2.02859 5.17534 0.99562  -0.190
C 2.74699 5.35360 -0.36151  -0.197
N 1.94301 5.05480 -1.54090  -0.030
C 1.73465 3.62972 -1.76103  -0.268
C 2.49473 3.22601 -3.05325  -0.407
O 3.52000 3.70499 -3.46783  0.083
N 1.69580 2.17027 -3.71476  0.074
C 0.42083 1.97755 -2.91302  -0.350
C -0.71914 1.97083 -3.98649  -0.076
C -1.99479 1.20789 -3.52951  -0.234
O -2.68755 1.84638 -2.48139  -0.164
C -3.04674 0.82828 -1.49124  -0.154
C -4.14006 1.22007 -0.48488  -0.191
O -3.67166 2.01540 0.61579  -0.032
C -2.69825 1.38552 1.34477  -0.292
C -1.69318 2.13429 1.95660  -0.042
C -0.65044 1.57263 2.67070  -0.012
C -0.60536 0.18685 2.79843  -0.177
C 0.58060 -0.45008 3.54744  -0.398
C 1.91916 0.33920 3.36353  -0.066
C 0.20144 -0.27824 5.06927  -0.001
C 0.72957 -1.95974 3.30642  -0.114
C 1.45607 -2.29847 1.98447  -0.527
C 2.97310 -2.50075 2.08127  -0.063
C 1.21555 -1.33109 0.85618  -0.071
C 0.88157 -3.67671 1.49745  -0.036
C -1.60635 -0.58030 2.22488  -0.015
C -2.65721 0.00291 1.51028  0.005
C 0.46894 0.81958 -1.93057  -0.067
C 1.60686 -0.15079 -2.08776  -0.369
C 1.62330 -0.90459 -3.45316  -0.022
O 2.88504 0.43823 -1.74559  -0.171
C 0.30204 3.44717 -2.32971  -0.498
S -0.89391 3.76367 -1.01223  0.905
H 0.35545 6.45795 0.21899  -0.076
H 0.70310 6.57622 1.97306  0.074
H -0.11160 5.12192 1.30699  0.037
H 1.93631 4.13454 1.29373  0.099
H 2.66957 5.64400 1.74144  0.110
H 3.13683 6.37430 -0.41110  0.111
H 3.60057 4.67621 -0.37924  0.128
H 1.05459 5.52576 -1.50105  0.055
H 1.97114 3.00984 -0.89458  0.159
H 1.55992 2.57242 -4.63686  0.137
H -0.36835 1.46304 -4.89353  0.120
H -0.98954 2.99178 -4.24528  0.115
H -2.65817 1.15749 -4.40825  0.128
H -1.75836 0.16626 -3.30032  0.085
H -3.43913 -0.02151 -2.06919  0.128
H -2.12935 0.47251 -1.01355  0.095
H -4.87314 1.81783 -1.01891  0.102
H -4.66359 0.32254 -0.18139  0.108
H -1.76263 3.19929 1.81036  0.088
H 0.10801 2.21435 3.08979  0.121
H 2.10762 0.95931 4.23458  0.083
H 1.94020 0.96104 2.47683  0.039
H 2.77101 -0.33026 3.30118  0.061
H -0.57216 -1.05242 5.28873  0.082
H -0.31149 0.67879 5.20187  0.085
H 1.09098 -0.37901 5.68374  0.035
H 1.33852 -2.34598 4.12603  0.109
H -0.21929 -2.48785 3.41284  0.083
H 3.52779 -1.56323 2.02533  0.078
H 3.29602 -3.10800 2.92762  0.084
H 3.25431 -3.03243 1.16202  0.033
H 1.74995 -1.76005 -0.00152  0.065
H 1.62500 -0.33375 1.01047  0.089
H 0.16501 -1.28524 0.54980  0.091
H 0.87606 -3.64256 0.40273  0.074
H 1.50940 -4.51542 1.78482  0.081
H -0.16673 -3.80329 1.77889  0.064
H -1.63408 -1.65641 2.27143  0.105
H -3.41011 -0.64064 1.08982  0.114
H 0.56879 1.26799 -0.93528  0.125
H -0.42787 0.22054 -1.89880  0.109
H 1.45615 -0.90925 -1.34353  0.084
H 0.68438 -0.83437 -3.99840  0.073
H 2.47432 -0.56578 -4.06233  -0.022
H 1.82943 -1.95362 -3.23412  0.101
H 3.52742 -0.27007 -1.64724  0.004
H 0.20533 4.22659 -3.08351  0.116
H -1.00517 2.55271 -0.42659  -0.089
O 4.18041 -3.26074 -0.71664  -0.526
H 5.01044 -3.43938 -1.18534  -0.189
Li 5.07101 0.23858 -1.87877  0.593
O 3.11484 -1.70465 5.63458  0.012
H 3.27477 -2.37356 6.30981  0.073
H 3.83614 -1.07310 5.74550  0.080
F 3.61798 2.08237 2.65342  -0.676
Be 3.41617 1.08223 -3.84530  0.365
C -1.79337 -5.28353 6.61521  -0.051
C -2.09823 -3.78398 6.37472  -0.573
C -2.85186 -3.64295 5.02760  -0.048
O -0.93447 -3.13135 6.28001  0.002
H -1.17743 -5.70649 5.82179  0.081
H -1.27685 -5.43005 7.56284  0.072
H -2.72662 -5.85357 6.65302  0.076
H -2.81506 -3.48261 7.16238  0.127
H -2.26397 -4.02266 4.19122  0.074
H -3.09859 -2.60078 4.82672  0.076
H -3.78963 -4.20680 5.05874  0.077
K -0.91356 7.96333 0.26932  0.993
F -6.37860 2.04195 0.27845  -0.752
C -1.29376 -3.31773 -7.46523  0.077
C -2.45053 -2.87642 -7.97061  -0.242
C -3.46434 -2.17379 -7.12037  -0.318
O -4.48940 -1.77736 -7.63718  0.112
C -3.17074 -2.00246 -5.70256  0.077
C -2.01478 -2.44771 -5.19674  -0.240
C -0.98990 -3.12562 -6.05235  -0.316
O 0.04937 -3.49130 -5.54434  0.122
O -1.71076 -2.31240 -3.90893  0.101
O -2.76607 -3.03401 -9.25375  0.111
H -0.55425 -3.82342 -8.06952  0.136
H -3.91686 -1.50950 -5.09452  0.138
H -0.82810 -2.71526 -3.80623  0.113
H -3.64539 -2.62846 -9.35718  0.117
F 2.23700 -0.65750 7.17101  -0.373

Output
LUMO energy in eV: -2.25
Orbital gap in eV: 2.103
Total charge: -1

=====

(8)
Formula: CHO2Sr
Source: the Open Molecules 2025 dataset
Level of theory: ωB97M-V/def2-TZVPD

Each line ends with the Mulliken spin population.
Element x y z (Å)
O -2.75279 -0.06829 -0.12660  0.281
C -1.66181 0.37069 0.04432  0.614
O -0.68218 -0.54667 0.12360  0.050
Sr 1.79790 0.04802 -0.04859  0.008
H -1.27828 -1.42451 -0.05125  0.047

Output
LUMO energy (alpha / beta) in eV: -10.57 / -10.90
Orbital gap (alpha / beta) in eV: 8.210 / 10.188
Multiplicity: 2
Total charge: +2

=====

Number 1: DFT total energy -575.712068 a.u.. Number 2: DFT total energy -4137.488616 a.u.. Number 3: DFT total energy -1414.160671 a.u.. Number 4: DFT total energy -738.789814 a.u.. Number 5: DFT total energy -1330.554621 a.u.. Number 6: DFT total energy -1503.264376 a.u.. Number 7: DFT total energy -3703.526755 a.u.. Number 8: DFT total energy -219.167137 a.u..